C30H60O22 | wB97M-V/def2-TZVPD

Its charge is 0. Its total energy is -2834.33627 hartree. For the HOMO energy, the calculation gives -9.30 eV.

Last column: Mulliken charge in e.
Atoms and positions in Å:
O 13.2250 8.8445 9.3533  0.16
O 11.1483 14.4654 8.3893  -0.23
O 15.7280 14.0044 8.8672  0.45
O 10.6475 10.5067 9.6339  -0.36
O 14.3844 17.4996 7.4638  -0.59
O 16.5598 9.6680 6.2410  -0.34
O 13.3640 18.7129 12.8143  -0.58
O 16.2894 17.1830 6.3642  -0.37
O 13.2124 12.3325 13.8725  -0.65
O 15.2798 11.9102 8.2217  -0.44
O 10.0345 12.7892 7.3326  -0.59
O 15.3745 11.7883 13.4203  -0.38
O 18.1306 9.6581 7.6949  -0.25
O 14.5807 13.8429 13.0047  -0.11
O 18.2401 11.1777 6.0356  -0.59
O 13.9390 13.2237 9.5289  0.63
O 11.2312 7.7197 8.8839  -0.59
O 17.7520 15.6894 10.4963  -0.21
O 18.2902 8.8187 11.2095  -0.66
O 12.1236 7.9598 10.9532  -0.38
O 9.3294 13.5704 9.2447  -0.34
O 16.4123 17.7141 8.4424  -0.33
C 15.7119 17.9707 9.6765  -0.37
C 12.0919 8.1223 9.6004  0.57
C 18.8994 16.0922 10.5805  0.91
C 12.0762 17.7487 11.0031  -0.59
C 8.6346 10.5065 10.9127  -1.30
C 14.3264 12.6777 13.4995  0.68
C 17.2882 9.3792 10.8211  0.08
C 15.1647 10.3964 13.6647  -0.68
C 10.8394 7.7809 11.5964  -0.65
C 9.4511 14.5603 10.2649  -0.90
C 14.9885 12.9372 8.8118  -0.38
C 12.2605 14.3828 7.4063  -0.31
C 8.6253 9.9466 8.4057  -1.35
C 15.6069 17.1143 5.0773  -0.70
C 15.5540 17.4996 7.4588  0.97
C 12.9605 16.4510 13.0960  -0.42
C 13.3821 9.1127 7.9599  -0.31
C 15.9987 14.1430 12.5745  -0.29
C 9.4527 10.3087 9.6612  1.06
C 19.9530 15.7209 9.5519  -1.13
C 17.2277 10.8936 10.6913  1.32
C 16.0215 8.6221 10.4175  -0.36
C 12.8460 17.7443 12.3465  0.75
C 19.4735 9.9867 8.0898  -0.90
C 19.3862 17.0698 11.5921  -1.37
C 13.0629 12.1151 9.8826  -0.77
C 15.7904 10.4427 5.2538  -0.56
C 17.6742 10.3044 6.5856  1.00
C 17.0072 14.0256 8.1957  -0.52
C 10.2090 13.5477 8.2269  0.88
H 18.4296 17.5460 11.8499  0.32
H 13.6736 8.1934 7.4379  0.36
H 10.3280 14.4516 10.9473  0.25
H 18.2427 11.3637 10.6386  0.38
H 15.4735 18.9568 9.7263  0.61
H 20.5885 14.9301 9.9696  0.31
H 16.5810 11.4291 11.4279  -0.52
H 12.8501 11.4672 8.9859  0.16
H 20.5377 16.6060 9.2864  0.43
H 19.6901 9.4616 8.9784  0.27
H 17.2763 15.0568 8.0565  0.09
H 13.5940 16.6521 14.0056  0.32
H 16.2456 13.5547 11.6904  -0.18
H 20.1011 9.5806 7.2726  0.37
H 9.3112 15.5409 9.8561  0.36
H 16.3526 10.8446 4.4256  0.38
H 16.1471 7.5807 10.7320  0.37
H 19.6466 11.0347 8.0746  0.31
H 19.7867 16.5534 12.4816  0.31
H 19.4081 15.2936 8.6972  0.18
H 8.2300 11.5657 10.8553  0.22
H 12.4235 9.3912 7.4248  0.32
H 11.1651 17.1553 11.0803  0.25
H 7.8419 9.7663 11.0346  0.37
H 12.1159 12.4192 10.2754  0.29
H 16.3091 17.4127 4.3045  0.24
H 15.8562 10.1074 14.4919  0.24
H 15.3372 9.7593 12.8499  0.16
H 12.7483 15.4231 7.4380  0.09
H 15.3427 16.0581 5.0167  0.25
H 20.1405 17.7530 11.2221  0.38
H 12.7122 17.2285 10.2775  -0.06
H 8.6014 14.3967 10.8824  0.46
H 12.9333 13.5868 7.7160  -0.11
H 15.0458 9.7241 4.8842  0.26
H 13.4808 15.6501 12.5718  -0.28
H 16.6989 11.0044 9.7365  -0.64
H 11.8518 18.7690 10.6015  0.29
H 9.3549 10.4870 11.7171  0.34
H 14.8091 17.3739 9.7464  -0.01
H 17.8079 13.4808 8.7652  0.07
H 7.9207 9.1334 8.4374  0.40
H 16.4142 17.6914 10.4698  -0.18
H 16.9091 13.5240 7.2221  0.39
H 10.6686 8.7328 12.0922  0.13
H 8.0633 10.8410 8.1741  0.40
H 14.2245 9.8025 7.8466  -0.32
H 9.2595 9.7679 7.5173  0.25
H 14.1788 10.2061 14.0426  0.43
H 10.0619 7.5362 10.9027  0.37
H 11.8236 14.2074 6.4558  0.50
H 14.7460 17.7747 5.0598  0.32
H 15.8266 8.7262 9.3469  0.06
H 16.7670 13.9417 13.3163  0.51
H 15.1689 9.1213 10.9060  -0.11
H 15.2950 11.3176 5.7324  0.04
H 16.0417 15.1955 12.3239  0.23
H 13.5846 11.4236 10.5951  -0.02
H 10.9754 7.0242 12.3671  0.31
H 11.9984 16.0198 13.3013  0.42